(1)
{"formula": "C41H39F15GeN4O5S3Si4Tl", "method": "wB97M-V/def2-TZVPD", "elements": ["Tl", "N", "C", "C", "C", "C", "C", "C", "S", "O", "O", "N", "C", "S", "C", "C", "N", "H", "H", "H", "H", "H", "H", "H", "H", "O", "C", "F", "C", "C", "C", "F", "C", "F", "C", "F", "C", "F", "Ge", "S", "C", "C", "F", "C", "F", "C", "F", "C", "F", "C", "F", "C", "C", "F", "C", "F", "C", "F", "C", "F", "C", "F", "O", "C", "C", "C", "C", "O", "N", "H", "H", "H", "H", "C", "Si", "C", "C", "Si", "Si", "C", "C", "C", "Si", "C", "C", "C", "H", "H", "H", "H", "H", "H", "H", "H", "H", "H", "H", "H", "H", "H", "H", "H", "H", "H", "H", "H", "H", "H", "H", "H", "H", "H", "H"], "xyz": [[-0.71404, -0.71722, -0.06404], [-5.62047, 3.87899, -5.03578], [-4.63620, 4.07778, -4.06606], [-4.68763, 5.18719, -3.22179], [-3.69146, 5.40078, -2.28396], [-2.63262, 4.50941, -2.18483], [-2.56562, 3.40661, -3.02900], [-3.56037, 3.19374, -3.96290], [-1.36840, 4.77254, -0.97457], [-1.88473, 5.76610, -0.05558], [-0.15176, 5.09991, -1.68594], [-1.13594, 3.34604, -0.30964], [-2.10712, 2.74178, 0.40717], [-3.58077, 3.50926, 1.04552], [-4.12150, 1.98786, 1.65122], [-3.20313, 1.04445, 1.38286], [-2.07565, 1.44834, 0.69853], [-6.50637, 4.31661, -4.85254], [-5.70531, 2.93858, -5.38079], [-5.51798, 5.88051, -3.30194], [-3.72715, 6.24798, -1.61053], [-1.74272, 2.70571, -2.94993], [-3.50768, 2.33295, -4.62093], [-5.06446, 1.88245, 2.16516], [-3.28719, 0.00131, 1.66544], [-3.57118, -3.44896, -0.50064], [-3.44281, -2.34065, -0.63187], [1.03031, -4.92503, -4.05959], [1.65738, -5.97581, -3.51263], [2.67961, -5.77587, -2.59705], [3.29611, -6.91969, -2.12678], [4.33377, -6.85898, -1.27532], [2.91368, -8.18958, -2.51795], [3.53715, -9.27220, -2.03846], [1.88339, -8.34252, -3.42046], [1.50702, -9.56248, -3.80667], [1.24925, -7.22666, -3.92910], [0.26099, -7.37476, -4.81621], [2.98649, -3.87279, -2.03526], [1.28603, -3.11562, -1.07462], [4.65644, -3.93344, -0.91963], [5.88705, -3.37499, -1.21323], [6.11932, -2.73362, -2.37071], [6.95382, -3.41073, -0.33223], [8.12643, -2.85224, -0.65481], [6.80285, -4.01423, 0.89762], [7.82067, -4.04861, 1.75700], [5.58818, -4.57710, 1.23705], [5.44035, -5.16027, 2.43052], [4.54724, -4.52097, 0.33394], [3.39211, -5.07470, 0.71733], [3.60373, -3.03062, -3.74638], [3.43686, -1.66559, -3.93187], [2.89971, -0.90734, -2.96764], [3.84835, -1.00462, -5.07244], [3.68228, 0.31412, -5.20540], [4.46154, -1.72147, -6.07942], [4.87784, -1.10261, -7.18419], [4.65909, -3.07848, -5.93139], [5.27411, -3.76535, -6.89984], [4.23220, -3.70701, -4.77652], [4.50536, -5.01865, -4.68712], [1.38399, 1.22156, 0.66672], [1.41165, 1.58241, -0.59064], [2.28321, 2.67238, -1.13616], [1.91462, 2.64821, -2.61805], [0.87378, 1.54272, -2.71342], [0.27839, 1.21229, -3.70512], [0.66950, 0.96140, -1.44479], [3.33397, 2.46471, -0.92851], [2.01306, 3.62020, -0.67329], [2.74696, 2.43190, -3.28604], [1.45387, 3.58655, -2.92441], [4.63296, 0.15058, 0.02437], [4.56695, 1.28240, 1.49746], [5.41655, 2.93093, 1.16403], [5.55878, 0.45618, 2.86373], [2.32714, 1.56652, 2.11366], [1.60486, -0.21531, 3.45123], [2.42898, 0.00618, 5.12639], [-0.25581, -0.20468, 3.69607], [2.14280, -1.85608, 2.74167], [1.65806, 3.62618, 3.03198], [-0.12683, 3.47776, 3.57286], [1.88746, 5.14432, 1.97801], [2.72093, 3.89475, 4.56537], [5.64087, 0.14493, -0.39750], [3.93167, 0.40284, -0.77411], [4.37935, -0.86422, 0.34526], [5.86114, 3.29955, 2.09409], [4.72396, 3.69890, 0.80622], [6.21716, 2.82831, 0.42521], [6.61104, 0.40362, 2.56314], [5.21201, -0.56481, 3.05743], [5.50518, 1.01567, 3.80423], [2.19581, 0.98261, 5.56183], [3.51872, -0.06622, 5.03514], [2.10041, -0.76237, 5.83396], [-0.54992, 0.50543, 4.47296], [-0.60768, -1.19944, 3.98449], [-0.78171, 0.08996, 2.78104], [3.23605, -1.93791, 2.72975], [1.80923, -1.99638, 1.70786], [1.74942, -2.68762, 3.33432], [-0.74713, 3.06351, 2.76961], [-0.52453, 4.46709, 3.81773], [-0.23060, 2.83122, 4.44853], [1.42853, 5.04772, 0.99639], [2.94697, 5.38223, 1.83844], [1.40337, 5.99312, 2.46996], [2.65365, 3.06564, 5.27602], [2.38597, 4.80351, 5.07701], [3.77699, 4.02587, 4.30402]], "atomic_forces_ev_per_a": [[0.224, -0.031, -0.163], [0.138, 0.091, -0.036], [-0.041, 0.031, -0.013], [-0.023, -0.012, -0.038], [0.056, -0.097, 0.013], [-0.110, 0.074, -0.021], [0.024, 0.004, 0.033], [-0.023, -0.026, -0.039], [0.117, -0.207, 0.071], [-0.034, 0.006, 0.052], [0.086, -0.020, 0.106], [-0.216, -0.287, 0.422], [-0.005, 0.214, -0.317], [0.281, 0.145, -0.186], [-0.082, 0.116, 0.044], [0.292, -0.112, -0.011], [-0.120, 0.029, 0.061], [-0.057, -0.020, 0.035], [-0.033, -0.049, 0.023], [0.013, -0.005, 0.007], [-0.022, -0.040, -0.025], [-0.023, 0.038, 0.000], [0.009, 0.019, 0.022], [0.080, -0.015, -0.035], [-0.009, 0.033, -0.007], [-0.020, -0.125, 0.025], [-0.120, 0.041, -0.078], [0.015, 0.044, 0.024], [0.049, 0.027, 0.040], [-0.108, 0.128, -0.010], [0.042, 0.103, -0.038], [0.002, 0.055, 0.039], [0.046, -0.084, 0.031], [0.018, -0.019, 0.013], [-0.038, -0.061, -0.024], [-0.024, -0.074, -0.027], [-0.033, -0.021, -0.027], [-0.030, 0.005, -0.032], [0.433, -0.364, -0.290], [-0.174, 0.252, 0.188], [-0.209, 0.092, 0.106], [-0.058, 0.058, 0.003], [-0.100, -0.053, -0.085], [0.085, 0.044, 0.007], [0.021, 0.014, -0.008], [0.047, 0.002, 0.022], [0.078, -0.005, 0.060], [0.001, 0.001, 0.072], [-0.008, -0.010, 0.019], [-0.101, 0.049, -0.031], [0.019, -0.053, -0.056], [-0.140, 0.179, 0.187], [-0.014, -0.078, 0.108], [0.010, -0.005, 0.020], [-0.014, 0.064, -0.020], [-0.002, 0.013, 0.022], [0.028, 0.057, -0.077], [0.014, 0.024, -0.058], [0.004, -0.047, -0.043], [0.015, -0.034, -0.035], [0.026, 0.091, 0.039], [-0.039, -0.083, 0.083], [0.013, -0.020, 0.149], [0.068, -0.115, 0.053], [-0.064, 0.108, -0.080], [0.015, 0.087, 0.087], [-0.160, -0.040, -0.197], [0.039, 0.017, 0.115], [0.125, 0.069, 0.191], [-0.028, 0.036, -0.005], [-0.044, 0.059, 0.110], [0.009, -0.072, 0.007], [-0.047, -0.023, -0.032], [-0.197, -0.205, -0.260], [0.355, 0.142, 0.208], [-0.102, 0.179, -0.041], [-0.078, -0.075, 0.197], [-0.391, -0.009, -0.508], [0.076, -0.094, 0.359], [0.144, 0.069, 0.127], [-0.143, 0.126, -0.185], [0.154, -0.038, -0.285], [-0.004, 0.064, 0.328], [-0.168, -0.095, -0.181], [0.106, 0.046, -0.274], [0.147, -0.126, 0.079], [0.025, -0.064, -0.013], [0.101, -0.051, 0.008], [0.038, -0.051, -0.054], [-0.027, 0.011, -0.069], [0.077, -0.056, -0.019], [-0.026, -0.021, 0.063], [-0.069, -0.002, 0.020], [0.049, 0.109, -0.016], [0.033, -0.052, -0.088], [-0.009, -0.114, 0.000], [-0.111, 0.005, 0.039], [0.011, 0.030, -0.074], [0.014, -0.039, -0.038], [0.037, 0.029, 0.004], [0.000, -0.009, 0.119], [-0.089, -0.010, 0.030], [-0.004, -0.070, 0.025], [0.009, 0.057, -0.011], [0.033, 0.056, 0.100], [0.009, -0.048, 0.019], [0.016, 0.046, -0.040], [-0.112, 0.020, -0.125], [-0.077, -0.013, 0.025], [0.052, -0.027, 0.023], [0.009, 0.111, -0.049], [0.032, -0.049, -0.034], [-0.090, 0.009, 0.030]], "charge": -1, "homo_ev": -5.71, "e_above_lowest_kj_mol": 70.32, "e_lumo_ev": 2.0, "homo_lumo_gap_ev": 7.7, "max_force_ha_per_bohr": 0.01246}


(2)
{"formula": "C41H40ClIIrN6O3Si", "method": "wB97M-V/def2-TZVPD", "elements": ["Ir", "C", "C", "C", "C", "C", "C", "C", "C", "N", "C", "O", "C", "C", "C", "C", "C", "N", "C", "O", "N", "C", "C", "C", "C", "C", "C", "C", "C", "H", "H", "H", "H", "H", "H", "H", "H", "H", "H", "H", "H", "H", "H", "H", "H", "H", "H", "H", "H", "H", "Cl", "C", "C", "C", "I", "C", "O", "C", "N", "C", "C", "C", "C", "H", "H", "H", "H", "C", "C", "C", "C", "C", "C", "N", "N", "Si", "C", "C", "C", "H", "H", "H", "H", "H", "H", "H", "H", "H", "H", "H", "H", "H", "H", "H"], "xyz": [[-0.82736, -0.36325, -0.07718], [-2.72206, 1.14255, 2.27062], [-1.98156, 0.26875, 3.23612], [-2.62336, -0.20445, 4.36752], [-1.98656, -1.06955, 5.24112], [-0.69946, -1.48555, 4.96332], [-0.01416, -1.02275, 3.84772], [1.36194, -1.52245, 3.55912], [-0.64716, -0.10605, 2.99832], [-0.01416, 0.44955, 1.86762], [1.13734, 1.02185, 1.94922], [1.92124, 1.17955, 2.89572], [1.49674, 1.14205, -0.52848], [1.31834, 1.96375, -1.61938], [0.69614, 1.43195, -2.84208], [0.84504, -0.65415, -2.84788], [1.34174, -1.04975, -1.49728], [1.41954, -0.18665, -0.46238], [0.91224, -2.44145, -1.15328], [1.42774, -3.40495, -1.70468], [-0.15706, -2.46495, -0.32648], [-0.73016, -3.72245, -0.10128], [-1.97366, -4.03715, -0.68028], [-2.72176, -3.00425, -1.46118], [-2.46096, -5.33045, -0.58508], [-1.74716, -6.31535, 0.07522], [-0.54376, -5.99435, 0.67512], [-0.02216, -4.71375, 0.60512], [1.29424, -4.41615, 1.24472], [-3.76636, 1.22135, 2.56482], [-2.67846, 0.70975, 1.26042], [-2.29316, 2.14305, 2.22642], [-3.64296, 0.09905, 4.55512], [-2.50216, -1.42755, 6.12062], [-0.20976, -2.19265, 5.61572], [1.52604, -2.48145, 4.04202], [2.11234, -0.81855, 3.91612], [1.50004, -1.62275, 2.48372], [1.50874, 3.02175, -1.56818], [0.22464, 2.22585, -3.42628], [0.53884, -1.53685, -3.41258], [-2.11696, -2.65855, -2.30178], [-2.95326, -2.13905, -0.83318], [-3.64936, -3.41315, -1.85538], [-3.40166, -5.57515, -1.05708], [-2.11526, -7.33015, 0.10292], [0.01824, -6.75405, 1.19872], [1.57744, -5.21555, 1.92482], [1.24784, -3.47845, 1.78892], [2.06414, -4.32805, 0.47972], [-2.80676, 0.68575, -7.01338], [-2.67596, 0.50595, -5.29288], [-3.86136, 0.47295, -4.57388], [-3.82396, 0.35365, -3.20398], [-5.56506, 0.30125, -2.03068], [-2.61206, 0.28485, -2.49768], [-2.59556, 0.21885, -1.20778], [-1.43076, 0.31915, -3.27008], [-0.24186, 0.32265, -2.51488], [1.55804, 0.43475, -3.66488], [1.07984, 0.41015, -5.07148], [-0.20146, 0.40555, -5.46218], [-1.42126, 0.41555, -4.66638], [-4.80496, 0.54505, -5.09458], [2.64254, 0.50445, -3.57398], [1.84104, 0.40325, -5.83698], [-0.39136, 0.37745, -6.52538], [-2.43526, 3.68085, -0.40148], [-1.11196, 3.90225, 0.25062], [-0.69506, 5.15585, 0.70552], [0.57084, 5.28025, 1.24642], [1.41004, 4.17165, 1.29932], [0.91094, 2.98095, 0.81332], [-0.31356, 2.84945, 0.32442], [1.67534, 1.75815, 0.77722], [3.50964, 1.72385, 1.36562], [4.20144, 2.69065, -0.14348], [4.38204, 2.58215, 2.82602], [4.00354, -0.09905, 1.16922], [-3.20886, 4.31605, 0.02312], [-2.71616, 2.63605, -0.31198], [-2.34636, 3.90205, -1.46558], [-1.35006, 6.01255, 0.63992], [0.91784, 6.23705, 1.60432], [2.40814, 4.24525, 1.69052], [3.98744, 3.75505, -0.10058], [3.82444, 2.31915, -1.09088], [5.28044, 2.58695, -0.16258], [4.15774, 3.63835, 2.91932], [5.44794, 2.49905, 2.64042], [4.15824, 2.10495, 3.77142], [4.26604, -0.32115, 0.13992], [3.21684, -0.78715, 1.45322], [4.87054, -0.32145, 1.78202]], "atomic_forces_ev_per_a": [[0.101, -0.741, -0.898], [0.106, -0.047, -0.044], [0.157, -0.060, -0.033], [-0.012, -0.103, 0.020], [0.010, 0.052, -0.021], [-0.088, 0.013, 0.033], [0.017, 0.127, -0.145], [0.123, 0.061, 0.066], [-0.413, -0.164, 0.831], [-0.629, -0.573, -1.190], [0.126, -0.485, 0.758], [0.060, 0.184, 0.061], [0.110, 0.383, -2.028], [0.437, -0.526, 0.653], [0.590, 0.418, 0.074], [0.354, -0.307, -0.086], [0.318, -0.876, -0.821], [-0.427, 0.314, 1.100], [0.748, 0.140, -0.669], [-0.138, 0.151, 0.091], [-0.690, 1.824, 0.538], [-0.649, -1.176, 0.287], [0.370, 0.168, 0.051], [0.026, 0.067, 0.127], [0.012, -0.147, 0.105], [-0.006, 0.068, -0.047], [-0.099, -0.074, 0.007], [-0.187, 0.344, -0.136], [0.059, 0.018, -0.120], [-0.047, 0.009, -0.083], [-0.237, 0.257, 0.091], [0.037, 0.046, -0.106], [-0.104, 0.030, 0.012], [-0.014, -0.047, 0.040], [0.079, -0.085, 0.076], [0.013, -0.135, -0.054], [0.032, -0.049, 0.029], [0.102, -0.062, -0.033], [-0.008, 0.101, 0.064], [0.055, -0.088, 0.047], [-0.039, 0.101, 0.071], [-0.013, 0.132, -0.067], [-0.125, -0.046, -0.196], [-0.064, 0.027, -0.001], [-0.101, 0.012, -0.055], [-0.076, -0.069, 0.063], [0.057, -0.088, 0.061], [0.020, -0.014, 0.097], [0.078, 0.020, 0.064], [0.114, 0.039, -0.021], [-0.054, -0.009, -0.219], [0.140, -0.050, 0.205], [0.076, 0.013, -0.053], [-0.222, -0.015, 0.608], [0.135, 0.023, -0.323], [0.226, 0.118, -1.456], [1.102, -0.400, 2.094], [-0.856, -0.062, -0.013], [-0.351, -0.293, 0.607], [0.090, 0.092, 0.103], [-0.270, -0.035, -0.250], [0.545, 0.007, -0.420], [-0.685, -0.045, 0.246], [-0.010, -0.010, -0.017], [-0.142, 0.049, 0.031], [0.030, -0.060, -0.167], [0.127, 0.042, -0.045], [-0.068, -0.018, 0.014], [0.069, 0.086, 0.040], [0.280, 0.014, 0.180], [-0.217, -0.037, -0.156], [-0.057, -0.332, -0.090], [-0.778, 1.714, -0.061], [-0.034, 0.028, 0.245], [0.002, -0.302, 0.201], [1.576, 0.064, -0.203], [-0.294, -0.379, 0.475], [-0.595, -0.339, -0.400], [-0.274, 0.610, 0.043], [-0.059, 0.052, -0.019], [-0.100, -0.091, -0.013], [-0.072, 0.055, -0.091], [-0.060, 0.002, -0.032], [0.049, 0.079, 0.064], [0.174, 0.022, 0.106], [-0.057, 0.219, 0.056], [-0.014, -0.083, -0.084], [0.316, -0.047, 0.100], [-0.085, 0.236, -0.021], [0.266, -0.026, -0.147], [-0.093, -0.121, 0.147], [0.009, 0.041, -0.217], [-0.118, -0.047, 0.062], [0.212, 0.093, 0.211]], "homo_ev": [-6.65, -7.93], "e_above_lowest_kj_mol": 394.40, "e_lumo_ev": [0.0, -2.0], "homo_lumo_gap_ev": [6.6, 6.0], "max_force_ha_per_bohr": 0.04667, "multiplicity": 6}


Q: Which formula does entry 2 have?
A: C41H40ClIIrN6O3Si